ORCA calculation (ωB97M-V/def2-TZVPD) on a cluster of 9 separate species, C56H57BIN9O19PS in total in a non-equilibrium geometry.

Calculated values
Kohn-Sham gap in eV: 7.2
Largest force on an atom in eV/A: 1.7
Energy in eV: -140187.1379
Net charge: +1
Lowest unoccupied orbital energy in eV: -4.08
Highest occupied orbital energy in eV: -11.29

Last column: Mulliken charge in e.
Element x y z (Å)
C -5.90990 -3.47717 0.50939  -1.280
C -4.98593 -4.08282 -0.56524  0.754
C -5.25349 -3.49668 -1.95457  -1.906
C -3.50526 -4.08770 -0.19259  -1.081
C -2.80405 -2.71717 -0.20051  0.038
C -1.30691 -2.88308 -0.52525  -0.439
P -0.90879 -3.63596 -2.17200  0.294
O -1.55503 -2.54624 -3.20647  -0.441
I 1.51293 -3.27376 -2.27757  -0.116
S -0.76980 -3.71744 1.01710  -0.107
C -1.72173 -2.49677 1.82462  -0.328
N -2.70561 -2.05281 1.11274  0.680
C -3.54998 -0.95281 1.66014  -1.066
B -4.64058 -0.29990 0.66306  0.725
O -5.94911 -0.26301 1.02508  -0.520
O -4.33647 0.21903 -0.54703  -0.681
H -6.45995 -2.62104 0.13576  0.433
H -6.57976 -4.22464 0.92152  0.326
H -5.29521 -3.13353 1.34696  0.179
H -5.26323 -5.13429 -0.64640  0.568
H -6.28474 -3.73893 -2.20800  0.549
H -5.18089 -2.40930 -1.97517  0.318
H -4.62571 -3.98070 -2.70090  0.301
H -2.99531 -4.72585 -0.92074  -0.048
H -3.40505 -4.60995 0.75738  0.342
H -3.23020 -2.13591 -1.01491  0.497
H -0.87459 -1.88383 -0.41062  0.675
H -1.24877 -1.64702 -2.98381  0.350
H -1.49520 -2.11646 2.80819  0.527
H -4.00437 -1.25716 2.59950  0.493
H -2.85964 -0.14672 1.91639  0.331
H -6.06810 -0.72978 1.86176  0.342
H -3.46379 -0.04627 -0.86218  0.348
C -4.93826 -10.03188 -4.39671  -0.451
C -5.28997 -10.33810 -3.08811  -0.474
C -4.85054 -9.53997 -2.04618  -0.451
C -4.06362 -8.43954 -2.33891  0.187
C -3.69744 -8.12153 -3.63598  -0.451
C -4.14055 -8.92797 -4.66978  -0.662
N -3.61231 -7.57976 -1.24398  1.127
O -3.92110 -7.87468 -0.10856  -0.626
O -2.94429 -6.59321 -1.52736  -0.624
H -5.28778 -10.65631 -5.20780  0.404
H -5.90917 -11.19906 -2.87968  0.389
H -5.12004 -9.77375 -1.02707  0.482
H -3.07826 -7.26134 -3.84241  0.608
H -3.86575 -8.69434 -5.68888  0.459
C 2.33913 -4.19644 -6.32023  -0.472
C 1.01743 -4.31811 -5.91569  0.445
C 0.09690 -4.95741 -6.72883  -0.598
C 0.51905 -5.47158 -7.93943  0.070
C 1.82922 -5.35479 -8.36454  -0.470
C 2.74320 -4.71037 -7.54540  -0.421
N -0.45461 -6.17320 -8.79222  1.023
O -1.60223 -6.24310 -8.39398  -0.614
O -0.05377 -6.64260 -9.83598  -0.594
H 3.05737 -3.70052 -5.67943  0.357
H 0.69865 -3.91988 -4.96186  -0.083
H -0.93272 -5.05482 -6.41876  0.491
H 2.13787 -5.75992 -9.31654  0.463
H 3.77213 -4.61305 -7.86233  0.385
C -1.81223 5.22311 0.61705  -0.627
C -0.46014 4.90130 0.60861  -0.268
C -0.03802 3.69208 0.08315  -0.325
C -0.98748 2.82294 -0.43048  -0.155
C -2.34078 3.12493 -0.42681  -0.184
C -2.75022 4.33632 0.10360  -0.852
N -0.54274 1.55252 -1.00350  1.112
O 0.63705 1.29156 -0.98547  -0.618
O -1.39460 0.80489 -1.48404  -0.643
H -2.13529 6.17342 1.02123  0.508
H 0.26191 5.59664 1.00661  0.503
H 1.01351 3.43857 0.07389  0.594
H -3.06765 2.43637 -0.83091  0.553
H -3.80067 4.59190 0.11104  0.453
C 3.23623 7.01910 -4.12530  -0.438
C 2.84468 6.03976 -3.22221  -0.594
C 2.39601 6.39701 -1.96221  0.056
C 2.34431 7.73816 -1.62925  -0.033
C 2.73699 8.72775 -2.51181  -0.397
C 3.18595 8.36021 -3.76903  -0.495
N 1.85090 8.12412 -0.30223  1.035
O 1.51713 7.23634 0.46141  -0.595
O 1.78716 9.30628 -0.03657  -0.603
H 3.58226 6.73635 -5.11058  0.390
H 2.88827 4.99584 -3.50015  0.407
H 2.09450 5.63941 -1.25494  0.340
H 2.69369 9.76884 -2.22942  0.481
H 3.49455 9.12085 -4.47232  0.386
C 3.24571 3.12476 5.38385  -0.589
C 3.09840 2.36247 4.23261  -0.562
C 3.30317 2.93656 2.98857  -0.169
C 3.65822 4.27174 2.92063  -0.128
C 3.80442 5.04914 4.05525  -0.368
C 3.59447 4.46626 5.29486  -0.423
N 3.89651 4.87905 1.60337  1.189
O 3.73106 4.17748 0.61905  -0.646
O 4.23404 6.04197 1.56989  -0.612
H 3.09306 2.67135 6.35424  0.385
H 2.82829 1.31800 4.30550  0.427
H 3.19184 2.34968 2.08883  0.551
H 4.07848 6.09084 3.97875  0.513
H 3.70724 5.05623 6.19378  0.426
C 9.29314 3.74648 5.55021  -0.445
C 9.71952 3.19828 6.75242  -0.443
C 8.83857 2.47189 7.53704  -0.391
C 7.53796 2.30341 7.09882  -0.070
C 7.09381 2.84788 5.90784  -0.027
C 7.98070 3.57444 5.13061  -0.495
N 6.60794 1.51238 7.91999  1.000
O 7.02333 1.06342 8.96693  -0.597
O 5.47541 1.34987 7.50184  -0.610
H 9.98585 4.30886 4.93834  0.385
H 10.74110 3.33425 7.07870  0.379
H 9.16509 2.04320 8.47251  0.454
H 6.07458 2.71485 5.57595  0.446
H 7.64823 4.00444 4.19558  0.433
C 1.10202 -6.61020 0.17900  -0.021
C 2.27362 -7.06088 0.77085  -0.678
C 2.28576 -8.27096 1.44621  -0.427
C 1.11904 -9.00991 1.51319  -0.061
C -0.05823 -8.57405 0.93508  -0.517
C -0.06307 -7.36253 0.26294  0.072
N 1.13262 -10.30633 2.21343  1.039
O 2.17476 -10.65348 2.72905  -0.603
O 0.09972 -10.94475 2.22920  -0.604
H 1.08995 -5.66688 -0.35221  0.001
H 3.17871 -6.47269 0.70461  0.425
H 3.19215 -8.63038 1.90987  0.480
H -0.95827 -9.16687 1.00361  0.580
H -0.97660 -7.00736 -0.19902  0.365
C -1.35957 11.56666 3.07998  -0.461
C -2.68424 11.30662 3.40850  -0.396
C -3.48214 10.57020 2.54830  -0.461
C -2.93425 10.10346 1.36679  0.098
C -1.62197 10.36273 1.01806  -0.299
C -0.83147 11.09809 1.88471  -0.448
N -3.76629 9.29484 0.46301  1.030
O -4.92003 9.09169 0.78512  -0.609
O -3.24664 8.86073 -0.54827  -0.603
H -0.73724 12.13489 3.75848  0.383
H -3.09507 11.67377 4.33872  0.378
H -4.51134 10.36227 2.79947  0.455
H -1.21041 9.99752 0.08908  0.515
H 0.19880 11.30097 1.62796  0.413